{"formula": "C44H60F6N2O34", "method": "wB97M-V/def2-TZVPD", "species": ["O", "C", "O", "C", "C", "C", "H", "H", "H", "H", "H", "H", "O", "C", "O", "C", "C", "C", "H", "H", "H", "H", "H", "H", "O", "C", "O", "C", "C", "C", "H", "H", "H", "H", "H", "H", "O", "C", "O", "C", "C", "C", "H", "H", "H", "H", "H", "H", "O", "C", "O", "C", "C", "C", "H", "H", "H", "H", "H", "H", "O", "C", "O", "C", "C", "C", "H", "H", "H", "H", "H", "H", "C", "N", "O", "O", "H", "H", "H", "C", "N", "O", "O", "H", "H", "H", "C", "C", "O", "C", "O", "O", "F", "H", "H", "H", "C", "C", "O", "C", "O", "O", "F", "H", "H", "H", "C", "C", "O", "C", "O", "O", "F", "H", "H", "H", "C", "C", "O", "C", "O", "O", "F", "H", "H", "H", "C", "C", "O", "C", "O", "O", "F", "H", "H", "H", "C", "C", "O", "C", "O", "O", "F", "H", "H", "H"], "positions_angstrom": [[1.8793, -0.0086, -1.2504], [0.8569, -0.0872, -0.5566], [0.9662, -0.4090, 0.7929], [-0.4453, -0.5273, 1.3267], [-1.2818, 0.3847, 0.4530], [-0.5565, 0.3767, -0.9235], [-0.3551, -0.2460, 2.3923], [-0.7567, -1.5816, 1.2539], [-1.2917, 1.3397, 0.9368], [-2.3166, 0.0158, 0.4369], [-0.5958, 1.2813, -1.5713], [-0.9515, -0.3680, -1.6869], [2.7169, 4.3881, -0.4421], [3.5600, 3.6565, -1.0062], [3.9122, 2.5026, -0.4979], [4.7921, 1.7666, -1.4148], [5.3953, 2.9127, -2.2043], [4.2205, 3.8744, -2.3128], [4.2104, 1.0495, -2.0279], [5.4853, 1.2906, -0.7206], [5.8482, 2.6191, -3.1237], [6.1344, 3.3158, -1.5343], [3.5715, 3.5892, -3.1590], [4.5220, 4.9170, -2.3998], [6.9669, 1.3752, 1.0006], [6.1371, 1.1038, 1.7993], [5.3119, 0.0903, 1.6958], [4.3347, -0.0231, 2.7833], [4.7430, 1.0159, 3.7388], [5.6893, 1.9456, 2.9687], [4.4636, -1.0211, 3.1912], [3.3436, 0.1267, 2.3551], [5.2701, 0.4993, 4.5353], [3.9549, 1.5080, 4.1849], [6.6294, 2.3205, 3.4393], [5.1888, 2.8360, 2.5749], [-3.4200, -2.6315, 2.3286], [-3.8906, -2.9944, 1.3278], [-4.2407, -2.2160, 0.3395], [-4.8913, -3.0300, -0.7479], [-5.3405, -4.3129, -0.0761], [-4.2496, -4.4624, 0.9643], [-4.0579, -3.2713, -1.4033], [-5.6274, -2.3806, -1.1933], [-5.4664, -5.0483, -0.8444], [-6.2989, -4.1618, 0.4203], [-3.3182, -4.8578, 0.4748], [-4.4866, -5.1096, 1.8525], [-1.8772, -2.6426, -4.9935], [-1.5567, -3.0688, -3.8977], [-1.9085, -2.4918, -2.7325], [-1.3824, -3.2665, -1.6660], [-1.1147, -4.6123, -2.1924], [-0.7802, -4.3237, -3.6380], [-2.0684, -3.2137, -0.7200], [-0.4516, -2.8426, -1.2925], [-1.9867, -5.2706, -2.0619], [-0.2733, -5.1511, -1.7383], [-1.0032, -5.1964, -4.3688], [0.2989, -4.1126, -3.7207], [2.2278, 3.3664, -6.9330], [1.5853, 3.5073, -5.9317], [2.0055, 4.5187, -5.0372], [1.1635, 4.4943, -3.9182], [0.4432, 3.0948, -3.8694], [0.4155, 2.7721, -5.3277], [0.3913, 5.2235, -4.0330], [1.7096, 4.7600, -2.9844], [-0.4740, 3.1636, -3.3216], [1.0542, 2.2499, -3.4651], [-0.4000, 3.2280, -5.8133], [0.4286, 1.7179, -5.6075], [-4.1707, 2.9073, -0.7254], [-2.7801, 3.4364, -0.5520], [-2.5046, 3.5612, 0.6290], [-2.0735, 3.6700, -1.4873], [-4.9042, 3.6088, -0.3655], [-4.2973, 2.0322, -0.0719], [-4.3132, 2.6580, -1.8133], [4.0230, -2.4443, -0.3570], [3.5910, -3.6562, -1.0616], [2.4418, -4.0534, -0.9246], [4.3984, -4.1002, -1.8857], [4.0076, -1.5823, -0.9992], [5.0002, -2.6007, 0.0923], [3.2552, -2.1095, 0.3802], [-5.0559, -0.5570, 4.2705], [-4.2032, 0.0470, 3.1279], [-3.8136, 1.3103, 3.6786], [-4.6259, 1.6521, 4.7258], [-4.5862, 2.7165, 5.2363], [-5.4023, 0.5764, 5.0505], [-5.0619, 0.2604, 2.0259], [-4.4864, -1.3279, 4.8318], [-5.9742, -0.9430, 3.8147], [-3.3168, -0.4723, 2.7570], [-3.6078, -0.1627, -5.0876], [-2.4753, 0.7261, -4.4927], [-2.7687, 0.5730, -3.1146], [-4.0545, 0.0556, -2.9190], [-4.5380, -0.1370, -1.8347], [-4.5784, -0.3720, -4.0373], [-2.7407, 2.1109, -4.7189], [-3.2075, -1.1148, -5.4845], [-4.0682, 0.4846, -5.8466], [-1.4870, 0.4449, -4.7340], [0.3488, 4.2018, 1.9670], [1.6098, 4.6561, 2.6934], [2.2353, 3.4800, 3.1117], [1.2945, 2.4365, 3.0427], [1.4314, 1.3161, 3.4464], [0.1766, 2.8033, 2.4194], [1.2303, 5.3327, 3.8730], [0.4911, 4.2390, 0.9316], [-0.4850, 4.7414, 2.3457], [2.2520, 5.3359, 2.1340], [-0.8445, -4.0749, 4.1564], [0.4199, -3.2660, 3.8423], [0.4966, -3.3677, 2.4437], [-0.4640, -4.1637, 1.9634], [-0.7917, -4.3293, 0.8125], [-1.1157, -4.7627, 2.9542], [1.5125, -3.9391, 4.3332], [-1.7666, -3.5452, 4.4024], [-0.6167, -4.7816, 4.9759], [0.4494, -2.2356, 4.1728], [-1.1287, 0.8510, 6.2607], [0.2783, 1.0865, 6.7778], [0.8811, -0.1421, 6.6940], [-0.0960, -1.1199, 6.5904], [0.0998, -2.2770, 6.6014], [-1.3340, -0.5766, 6.5215], [0.2106, 1.4225, 8.1298], [-1.2230, 1.0873, 5.2050], [-1.8483, 1.4010, 6.8589], [0.8707, 1.8010, 6.1813], [2.2079, -1.8181, -3.7756], [1.2597, -1.2241, -4.7126], [2.0331, -0.1944, -5.3423], [3.0948, 0.1163, -4.4841], [3.8256, 1.0457, -4.6800], [3.1699, -0.7738, -3.5117], [0.1717, -0.6345, -4.0900], [2.6920, -2.7078, -4.2134], [1.7267, -2.0483, -2.8350], [0.9109, -1.8266, -5.5112]], "forces_ev_per_angstrom": [[-2.44, -0.67, 1.34], [2.45, 1.64, 0.13], [-1.99, -0.23, -1.52], [1.50, -0.43, 0.01], [-0.29, -0.48, -0.37], [-0.28, -1.30, -0.67], [-0.19, 0.03, -0.61], [0.26, 0.36, -0.09], [0.05, 0.83, -0.17], [0.19, 0.09, -0.31], [0.45, -0.22, 1.03], [0.17, 0.42, 1.27], [1.86, -1.37, -1.00], [-3.04, 1.66, 1.13], [-0.21, -0.99, 0.42], [-0.19, 0.06, 0.35], [-0.18, -0.32, 0.48], [0.75, 0.16, -0.73], [0.16, 0.45, 0.55], [0.04, -0.29, -0.60], [0.21, -0.18, -0.67], [0.59, 0.48, 0.02], [0.10, 0.21, 0.40], [-0.17, -0.01, -0.22], [1.43, -0.04, -1.11], [-1.60, 1.47, 1.14], [-0.84, -2.18, -0.65], [0.26, -0.40, -1.70], [2.45, 0.25, 0.88], [0.96, 0.39, 0.35], [-0.31, -0.14, -0.12], [0.08, -0.15, -0.05], [0.32, 0.23, 0.29], [-1.79, 1.10, 0.80], [-0.94, -0.38, 0.23], [-0.07, -0.19, -0.08], [2.02, 1.47, 3.43], [-2.12, -3.41, -2.41], [-0.82, 0.35, -1.55], [1.13, 0.58, 1.02], [-0.44, 1.26, 0.48], [0.97, -0.81, 0.27], [-0.24, 0.24, -0.52], [-0.09, 0.01, -0.19], [0.16, -0.81, -0.11], [-0.13, -0.04, -0.04], [-0.63, 0.14, 0.56], [0.30, 0.83, -0.86], [0.37, -0.08, 1.34], [-0.57, 0.00, -1.82], [-0.23, 0.21, -0.81], [-0.49, 0.92, 3.65], [0.25, -2.27, -0.03], [0.03, -1.65, -1.05], [0.99, -0.08, -2.17], [0.19, 0.43, -0.20], [0.09, 0.18, -0.36], [-0.32, 0.47, 0.33], [0.22, 1.78, 1.10], [-0.27, 0.05, -0.08], [-1.14, -0.32, 0.31], [2.45, 0.90, 0.33], [-0.48, -1.24, -0.83], [-0.33, -0.86, 1.93], [2.17, -0.17, 0.20], [0.21, -0.27, -0.88], [-0.63, 0.73, -0.16], [-0.20, -0.34, -0.73], [-0.64, -0.06, -0.02], [-0.12, 0.99, 0.52], [-1.49, 0.48, -0.68], [0.14, 0.18, 0.06], [-0.21, -1.09, -1.62], [-1.75, -0.56, 1.62], [0.88, 0.39, -0.06], [0.51, 0.17, -0.62], [0.11, 0.68, -0.07], [0.42, 0.13, -0.46], [0.08, 0.29, 1.27], [-0.87, 0.96, 1.95], [0.17, 0.10, -1.78], [0.65, 0.04, 0.06], [-0.97, 0.07, 1.07], [0.39, -0.02, -0.96], [-0.08, -0.02, -0.16], [0.56, -0.93, -0.23], [0.58, -0.25, -1.13], [-0.61, 1.01, 0.22], [-0.24, -0.82, -0.71], [0.21, -0.87, -0.57], [-0.37, -0.14, 0.38], [0.31, 0.74, 0.48], [0.87, 0.08, 0.86], [-0.50, 0.59, -0.12], [0.28, -0.20, 0.34], [-0.43, 0.05, 0.27], [0.44, 1.13, -1.47], [-3.84, 0.51, 1.66], [-0.39, -0.21, 0.32], [1.17, -0.92, 1.81], [0.51, 0.88, -0.74], [0.77, 0.26, -1.43], [0.66, -1.56, -0.48], [-0.50, 0.59, 0.43], [-0.12, -0.63, -0.05], [0.98, 0.17, -0.18], [0.53, -0.91, 1.82], [-0.80, 0.25, 0.89], [-0.88, -1.34, -0.27], [0.08, -0.18, -0.35], [0.67, 0.72, 0.43], [0.77, 1.64, -0.35], [0.22, -0.23, -0.67], [-0.06, -0.11, -1.57], [-0.73, 0.49, -0.10], [0.17, -0.42, 0.06], [-0.06, -0.35, 1.37], [-0.21, -1.14, 0.05], [0.28, 0.89, -0.74], [-1.24, -0.76, -1.00], [1.13, 0.39, 0.87], [-0.05, -0.41, 0.03], [-0.16, 0.39, 0.07], [0.41, 0.49, 0.10], [-0.13, 0.29, -0.51], [0.12, 0.03, -0.14], [-0.38, -0.22, 0.73], [-0.32, 0.64, 0.13], [-0.33, -1.56, -0.39], [-0.40, 1.06, 0.63], [0.58, -1.12, -0.11], [0.96, 1.22, -0.72], [0.23, 0.23, -0.82], [-0.06, -0.20, -0.15], [-0.10, 0.06, -0.12], [-0.25, -0.03, 0.71], [0.93, -0.69, 1.29], [0.25, 2.25, -1.47], [-0.03, -0.34, 1.20], [0.26, 1.21, -1.47], [-0.77, -0.85, 0.49], [-0.11, -0.89, -0.17], [0.39, -0.21, 0.08], [0.03, 0.43, 0.29], [0.01, -0.23, 0.28], [-0.64, -0.80, -0.48]], "lowdin_charge": [0.071, -0.386, 0.001, -0.108, -0.123, -0.037, 0.116, 0.103, 0.080, 0.112, 0.115, 0.112, 0.048, -0.484, 0.040, -0.097, -0.125, -0.067, 0.109, 0.100, 0.113, 0.118, 0.119, 0.138, 0.120, -0.555, 0.031, -0.115, -0.150, -0.042, 0.130, 0.111, 0.123, 0.072, 0.140, 0.125, 0.127, -0.556, 0.029, -0.087, -0.150, -0.060, 0.103, 0.123, 0.114, 0.121, 0.124, 0.144, 0.088, -0.462, 0.033, -0.206, -0.169, -0.060, 0.130, 0.116, 0.130, 0.125, 0.169, 0.124, 0.132, -0.415, 0.001, -0.171, -0.120, -0.106, 0.115, 0.115, 0.077, 0.120, 0.116, 0.110, 0.055, -0.426, 0.051, 0.085, 0.095, 0.090, 0.106, 0.036, -0.420, 0.049, 0.052, 0.078, 0.107, 0.103, -0.057, -0.244, 0.095, -0.539, 0.184, 0.068, 0.018, 0.146, 0.143, 0.131, -0.024, -0.209, 0.066, -0.543, 0.141, 0.112, 0.012, 0.117, 0.142, 0.122, -0.002, -0.264, 0.117, -0.503, 0.131, 0.076, 0.014, 0.105, 0.129, 0.165, -0.050, -0.272, 0.134, -0.542, 0.133, 0.085, 0.066, 0.134, 0.153, 0.151, -0.022, -0.308, 0.135, -0.535, 0.187, 0.079, 0.048, 0.130, 0.144, 0.170, -0.058, -0.276, 0.111, -0.524, 0.177, 0.071, 0.045, 0.161, 0.119, 0.161], "spin_multiplicity": 1, "charge": 0, "total_energy_ha": -4979.46941, "orbital_gap_ev": 10.0007, "lumo_ev": -0.071, "homo_energy_ev": -10.1}